[1]
The following is a quantum chemistry calculation of a cluster of 9 separate species, C16H52N2O13 in total at a distorted geometry, from OMol25.

## Properties
- E (hartree) = -1728.3256
- SMILES = COC[C@H](C)N.COC[C@H](C)N.OCCO.OCCO.OCCO.OCCO.O.O.O
- HOMO energy (eV) = -9.129
- relative energy (zero: lowest compared OMol25 entry of this formula, charge and spin) (kcal per mole) = 0.0

Cartesian coordinates (Å):
O 3.665 -3.294 -0.239
H 4.291 -3.632 -0.885
H 3.403 -4.074 0.273
O 2.520 -5.481 1.194
H 1.700 -5.673 0.728
H 2.552 -6.115 1.914
O 1.437 -2.492 -3.049
H 2.239 -2.610 -2.533
H 0.997 -1.741 -2.623
C -0.564 1.419 -4.930
C -0.179 2.004 -3.612
O -0.996 1.431 -2.555
O -1.879 1.785 -5.336
H -0.483 0.326 -4.930
H 0.126 1.767 -5.700
H -0.268 3.091 -3.586
H 0.856 1.768 -3.346
H -1.203 2.147 -1.947
H -2.493 1.234 -4.841
C -2.309 -1.728 -4.219
C -3.017 -3.018 -4.476
O -4.409 -2.748 -4.744
O -2.850 -1.119 -3.054
H -2.330 -1.072 -5.103
H -1.232 -1.912 -4.070
H -2.988 -3.612 -3.561
H -2.642 -3.526 -5.357
H -4.606 -1.863 -4.417
H -2.360 -0.306 -2.892
C -0.746 -1.167 -0.185
C -0.399 -2.527 0.319
O 0.773 -2.586 1.118
O 0.166 -0.768 -1.221
H -0.705 -0.365 0.558
H -1.788 -1.220 -0.532
H -0.306 -3.224 -0.522
H -1.231 -2.900 0.924
H 1.528 -2.737 0.540
H -0.233 0.020 -1.620
C 3.797 -2.070 2.969
C 3.886 -3.249 3.890
O 2.671 -3.371 4.600
O 3.479 -0.839 3.627
H 3.019 -2.191 2.208
H 4.702 -1.869 2.391
H 4.733 -3.077 4.569
H 4.125 -4.116 3.264
H 2.699 -4.225 5.040
H 3.227 -0.982 4.543
C 2.341 4.816 -1.647
C 1.933 3.963 -0.465
C 2.390 2.564 -0.571
O 2.040 1.874 0.590
C 2.558 0.546 0.601
N 2.457 4.598 0.761
H 3.427 4.759 -1.769
H 1.988 5.834 -1.507
H 1.942 4.479 -2.609
H 0.840 3.935 -0.379
H 3.472 2.497 -0.818
H 2.011 2.004 -1.455
H 1.983 0.004 1.352
H 3.573 0.593 1.010
H 2.476 0.024 -0.351
H 2.401 3.910 1.503
H 3.432 4.833 0.615
C -2.909 0.776 2.280
C -4.336 1.209 2.608
C -4.321 2.205 3.756
O -3.600 1.687 4.872
C -2.655 2.597 5.407
N -4.901 1.807 1.397
H -2.236 1.613 2.066
H -2.891 0.119 1.410
H -2.479 0.229 3.119
H -4.884 0.294 2.837
H -5.336 2.414 4.120
H -3.876 3.146 3.417
H -1.791 2.735 4.749
H -2.275 2.137 6.320
H -3.150 3.536 5.663
H -5.747 2.330 1.594
H -4.254 2.438 0.943

Atomic partial charges in e from the Löwdin method, atoms 1 to 5:
1. O -0.053
2. H 0.046
3. H -0.008
4. O -0.038
5. H 0.061

[2]
The following is a quantum chemistry calculation of an isolated molecule of C17H15N3O2S, from OMol25.

## Properties
- E (hartree) = -1369.7957
- SMILES = Cn1c(=O)cc(SCC(=O)Nc2cccnc2)c2ccccc21
- HOMO energy (eV) = -8.494
- relative energy (zero: lowest compared OMol25 entry of this formula, charge and spin) (kcal per mole) = 22.0

Cartesian coordinates (Å):
C -1.747 0.436 2.428
N -1.291 -0.403 1.339
C -1.681 -0.135 0.050
C -2.556 0.919 -0.246
C -2.976 1.144 -1.537
C -2.558 0.319 -2.577
C -1.680 -0.703 -2.316
C -1.207 -0.929 -1.019
C -0.248 -1.944 -0.707
C 0.058 -2.232 0.574
C -0.481 -1.479 1.686
O -0.212 -1.715 2.850
H 0.758 -3.012 0.829
S 0.625 -2.808 -2.008
C 1.455 -1.393 -2.853
C 1.490 -0.160 -1.970
O 0.973 0.880 -2.305
N 2.141 -0.367 -0.793
C 2.095 0.424 0.358
C 1.370 1.609 0.449
C 1.360 2.281 1.660
C 2.078 1.758 2.725
N 2.774 0.637 2.639
C 2.776 -0.014 1.497
H 3.348 -0.934 1.479
H 2.103 2.251 3.686
H 0.808 3.202 1.766
H 0.830 1.985 -0.405
H 2.588 -1.267 -0.663
H 2.460 -1.748 -3.083
H 0.930 -1.159 -3.778
H -1.357 -1.359 -3.109
H -2.916 0.487 -3.581
H -3.648 1.963 -1.740
H -2.914 1.562 0.539
H -1.420 1.465 2.280
H -2.833 0.397 2.520
H -1.296 0.042 3.338

Atomic partial charges in e from the Löwdin method, atoms 1 to 5:
1. C -0.017
2. N -0.001
3. C -0.145
4. C -0.010
5. C -0.064

[3]
The following is a quantum chemistry calculation of the ion C13H5Cl4N2O2 with charge -1 at a distorted geometry, from OMol25.

## Properties
- E (hartree) = -2599.2149
- SMILES = O=C1C([O-])=C(Cl)[C@](Cl)(n2cnc3ccccc32)C(Cl)=C1Cl
- charge = -1
- HOMO energy (eV) = -4.067

Cartesian coordinates (Å):
Cl -0.845 1.394 2.930
C -0.385 0.097 1.668
C -1.070 -1.159 2.027
Cl -2.753 -1.117 2.218
C -0.456 -2.447 2.037
O -1.050 -3.508 1.811
C 1.079 -2.464 2.289
O 1.635 -3.467 2.706
C 1.777 -1.211 1.900
Cl 3.479 -1.344 1.788
C 1.121 -0.053 1.611
Cl 1.963 1.401 1.254
C 0.433 1.200 -3.496
C -0.766 1.719 -2.996
C -1.127 1.450 -1.676
C -0.245 0.693 -0.848
C 0.924 0.149 -1.361
C 1.267 0.415 -2.692
N -0.874 0.645 0.408
C -2.093 1.265 0.263
N -2.265 1.764 -0.963
H 0.727 1.383 -4.529
H -1.441 2.317 -3.603
H 1.569 -0.461 -0.730
H 2.196 0.007 -3.096
H -2.798 1.333 1.081

Atomic partial charges in e from the Löwdin method, atoms 1 to 5:
1. Cl 0.600
2. C -0.738
3. C -0.676
4. Cl 0.702
5. C -0.449

[4]
The following is a quantum chemistry calculation of a cluster of 6 separate species, C18H49NO13P in total at a distorted geometry, from OMol25.

## Properties
- E (hartree) = -2089.2176
- charge = -1
- HOMO energy (eV) = -1.260

Cartesian coordinates (Å):
C -4.569 -1.701 3.154
C -3.705 -1.899 1.759
O -4.151 -1.045 0.647
P -3.418 0.558 0.741
O -3.327 1.132 2.214
C -1.590 0.571 0.068
C -0.497 1.066 1.193
C -0.194 2.708 1.116
N -0.274 3.239 2.530
C -0.753 4.673 2.580
O -4.329 1.562 -0.371
C -4.840 2.777 0.281
C -3.607 3.887 0.230
H -4.289 -2.635 3.842
H -5.741 -1.798 2.981
H -4.273 -0.745 3.762
H -2.527 -1.853 1.929
H -3.916 -3.023 1.415
H -1.307 -0.510 -0.339
H -1.534 1.374 -0.813
H -0.746 0.753 2.293
H 0.536 0.549 0.893
H -0.879 3.261 0.344
H 0.927 2.895 0.750
H -1.007 5.142 1.528
H -1.767 4.660 3.209
H 0.003 5.415 3.099
H -5.289 2.619 1.350
H -5.744 3.163 -0.396
H -2.977 3.666 -0.748
H -3.985 4.999 0.259
H -2.891 3.606 1.135
C 3.154 -0.357 -0.497
C 4.537 -0.285 0.139
O 5.282 -1.450 -0.226
O 2.486 -1.542 -0.068
H 2.545 0.507 -0.217
H 3.232 -0.402 -1.588
H 4.458 -0.283 1.230
H 5.083 0.606 -0.183
H 5.485 -1.378 -1.175
H 3.177 -2.231 -0.008
C -5.298 -0.793 6.517
C -5.667 -1.518 7.805
O -4.625 -1.329 8.766
O -4.056 -1.290 6.023
H -6.062 -0.939 5.749
H -5.172 0.278 6.698
H -5.751 -2.595 7.630
H -6.609 -1.148 8.220
H -4.649 -0.394 9.038
H -3.507 -1.471 6.812
C 7.194 -2.255 -4.127
C 7.425 -3.570 -3.392
O 6.287 -4.416 -3.574
O 6.012 -1.628 -3.634
H 8.036 -1.571 -3.988
H 7.049 -2.431 -5.198
H 7.529 -3.396 -2.317
H 8.317 -4.085 -3.759
H 6.281 -4.696 -4.506
H 5.383 -2.353 -3.447
C -5.540 -2.682 -2.935
C -4.026 -2.591 -2.781
O -3.615 -1.237 -2.986
O -5.921 -2.227 -4.232
H -5.888 -3.711 -2.810
H -6.042 -2.043 -2.203
H -3.526 -3.198 -3.540
H -3.702 -2.917 -1.789
H -3.933 -0.719 -2.226
H -5.320 -1.485 -4.442
C 6.803 2.969 -4.640
C 7.594 1.763 -5.134
O 7.768 0.842 -4.055
O 7.492 3.584 -3.554
H 6.674 3.709 -5.435
H 5.820 2.663 -4.272
H 8.592 2.067 -5.463
H 7.083 1.257 -5.959
H 6.896 0.455 -3.861
H 7.893 2.853 -3.042

Atomic partial charges in e from the Löwdin method, atoms 1 to 5:
1. C -0.120
2. C -0.291
3. O -0.332
4. P 0.798
5. O -0.354

[5]
The following is a quantum chemistry calculation of a cluster of 13 separate species, C17H60N14O13 in total at a distorted geometry, from OMol25.

## Properties
- E (hartree) = -2428.3336
- HOMO energy (eV) = -8.408
- relative energy (zero: lowest compared OMol25 entry of this formula, charge and spin) (kcal per mole) = 0.0

Cartesian coordinates (Å):
C 3.597 1.594 -3.547
C 2.538 0.466 -3.557
O 2.517 -0.003 -2.253
H 3.910 1.809 -4.536
H 4.480 1.405 -2.981
H 3.140 2.533 -3.221
H 2.755 -0.327 -4.198
H 1.591 0.910 -3.801
H 1.923 -0.763 -2.092
C -1.102 -1.271 3.495
C -2.153 -1.027 4.569
O -1.591 -0.369 5.696
H -0.517 -2.070 3.927
H -0.473 -0.438 3.291
H -1.464 -1.519 2.505
H -2.715 -1.838 4.987
H -2.843 -0.325 4.145
H -1.012 0.391 5.456
C 1.515 0.842 4.625
C 2.188 -0.372 3.865
O 2.565 0.057 2.520
H 1.147 0.516 5.567
H 0.707 1.153 3.960
H 2.172 1.671 4.855
H 1.561 -1.232 3.705
H 3.079 -0.795 4.419
H 3.079 -0.680 2.120
C -1.197 -4.847 1.587
C -1.413 -4.723 0.097
O -0.331 -4.030 -0.464
H -2.065 -5.234 2.083
H -1.022 -3.946 2.098
H -0.296 -5.480 1.801
H -2.257 -4.109 -0.216
H -1.507 -5.785 -0.280
H -0.398 -3.094 -0.479
C 1.165 3.254 -1.365
O 0.199 2.978 -2.321
N 1.970 2.354 -0.903
N 1.355 4.430 -0.896
H 2.108 1.497 -1.440
H 2.798 2.590 -0.337
H 0.727 5.137 -1.188
H 1.947 4.651 -0.055
C -2.176 2.000 2.279
O -2.652 2.604 3.392
N -0.997 2.241 1.742
N -2.755 0.999 1.698
H -0.526 3.069 2.050
H -0.394 1.582 1.181
H -3.644 0.678 2.012
H -2.551 0.601 0.799
C -4.419 -1.077 -0.519
O -4.081 -0.051 -1.346
N -5.658 -1.311 -0.250
N -3.553 -1.766 0.198
H -6.291 -0.503 -0.585
H -6.133 -2.101 0.232
H -2.565 -1.495 0.090
H -3.862 -2.515 0.805
C 2.507 -2.665 0.824
O 2.278 -2.351 -0.525
N 1.794 -3.477 1.573
N 3.584 -2.241 1.392
H 0.925 -3.756 1.105
H 1.760 -3.609 2.614
H 4.088 -1.489 0.848
H 3.830 -2.427 2.385
C -0.222 -0.476 -6.455
O -1.502 0.088 -6.800
N -0.011 -0.941 -5.255
N 0.771 -0.506 -7.278
H -0.782 -0.680 -4.588
H 0.834 -1.333 -4.773
H 0.653 -0.218 -8.252
H 1.604 -0.992 -6.996
C 3.133 3.608 1.551
O 2.969 4.963 1.378
N 2.410 3.018 2.469
N 3.949 2.891 0.968
H 1.635 3.548 2.860
H 2.403 2.014 2.572
H 4.612 3.473 0.352
H 4.192 1.936 1.180
C -0.264 -0.168 -0.192
O -0.780 -1.473 -0.001
N 0.663 0.450 0.508
N -0.657 0.679 -1.094
H 1.074 -0.141 1.286
H 1.207 1.321 0.214
H -1.160 0.257 -1.896
H -0.299 1.606 -1.248
C -2.996 3.416 -1.353
O -2.041 3.812 -0.336
H -3.926 3.366 -0.828
H -2.669 2.512 -1.877
H -3.049 4.095 -2.173
H -1.919 2.961 0.118
C -1.572 -1.937 -3.146
O -1.886 -0.556 -3.416
H -2.322 -2.326 -2.450
H -0.599 -2.053 -2.657
H -1.478 -2.541 -4.025
H -2.867 -0.575 -3.601

Atomic partial charges in e from the Löwdin method, atoms 1 to 5:
1. C -0.047
2. C -0.299
3. O -0.116
4. H 0.061
5. H 0.066

[6]
The following is a quantum chemistry calculation of a cluster of 2 separate species, CH7N4S in total at a distorted geometry, from OMol25.

## Properties
- E (hartree) = -659.0810
- charge = +1
- HOMO energy (spin up / spin down) (eV) = -11.760 / -11.760
- relative energy (zero: lowest compared OMol25 entry of this formula, charge and spin) (kcal per mole) = 99.4

Cartesian coordinates (Å):
C 1.814 0.372 0.267
N 2.038 1.614 -0.041
N -0.825 -0.873 -0.666
N -1.140 0.614 0.865
N -1.399 -0.558 0.498
S 2.652 -0.960 -0.258
H 2.608 2.127 -0.625
H 1.345 2.299 0.333
H -1.318 -1.561 -1.251
H -0.643 -0.127 -1.309
H -1.404 0.794 1.850
H 1.780 -1.961 0.408
H -1.606 -1.367 1.109

Atomic partial charges in e from the Löwdin method, atoms 1 to 5:
1. C -0.700
2. N -0.001
3. N 0.114
4. N 0.203
5. N -0.101

What is the E in the second record? -1369.7957 hartree